A structure of composition C7H28CaN14O7 at a distorted geometry, computed with ωB97M-V with the def2-TZVPD basis set.

Calculated values
2S+1: 2
Maximum force, eV/Å: 8.75
E_HOMO (spin up / spin down), eV: -4.077 / -11.935
Net charge: +1
⟨S²⟩: 0.750
Molecular weight, g mol⁻¹: 460.47

Structure (XYZ):
```
57
Properties=species:S:1:pos:R:3:forces:R:3
Ca -0.532628 0.086359 0.049388 0.209 0.707 0.186
O 1.537832 0.921109 0.540228 -0.335 -0.760 1.133
O -1.584748 0.702119 -2.043102 0.623 0.158 2.554
O -2.213558 -1.433841 0.043478 -1.761 -1.694 0.388
O 0.622512 -1.711581 1.277068 -2.424 2.055 -5.106
O -0.625968 2.503019 -0.224792 -0.001 -0.290 0.586
O -0.982908 0.916769 2.134298 -0.213 -0.251 0.976
O 0.498062 -1.169111 -1.513662 -0.985 0.751 -0.044
N 2.430922 -1.873271 2.500178 2.992 0.669 0.016
N 0.700132 0.594099 3.640128 1.130 -1.914 0.826
N 0.110892 4.265719 0.982868 0.361 1.037 3.615
N 1.534452 -3.080681 -1.618782 2.143 -2.601 1.750
N -1.771848 0.124219 -4.147802 1.772 -1.723 -1.510
N -0.163408 2.578519 3.416928 -0.257 1.915 0.260
N 3.599312 1.197969 -0.236472 2.068 -2.318 -1.597
N -3.524108 0.557599 -3.082672 -8.672 0.765 0.864
N 0.028862 4.333559 -1.198432 0.753 2.944 -3.391
N 0.552382 -2.908351 3.039528 -1.698 -3.074 3.780
N 0.194492 -2.556071 -3.248692 -2.754 -0.382 -3.638
N -3.046358 -2.752531 -1.606532 -0.608 -1.692 0.514
N -2.780378 -3.597321 0.451538 -0.195 -1.566 3.118
N 2.752532 2.818269 0.935878 -0.607 0.281 1.128
C 1.183862 -2.164011 2.204548 1.254 0.062 1.262
C 2.585122 1.542239 0.531638 -0.214 2.385 -1.578
C -0.216268 1.318079 3.026428 -0.646 -1.247 -1.494
C 0.651232 -2.249791 -2.064512 1.140 1.780 0.286
C -2.716798 -2.536121 -0.300972 2.361 3.901 -3.002
C -2.313958 0.409599 -2.950412 7.108 0.561 -1.583
C -0.187118 3.653429 -0.134972 -0.993 -3.189 0.019
H 0.217662 -3.470831 -3.676212 0.343 0.025 0.497
H 0.317682 5.289169 -1.045162 0.148 -0.174 -0.929
H 3.505852 0.342179 -0.764672 0.071 0.101 0.092
H 1.038762 -3.207001 3.872798 -0.428 -0.230 -0.001
H 2.030922 3.230019 1.510188 0.677 0.111 -0.050
H -3.243088 -3.740131 -1.684302 -0.369 0.325 -1.240
H -0.538208 -1.989861 -3.651992 0.164 0.258 0.235
H 0.256372 3.685779 1.796868 -0.545 -0.038 -0.044
H 0.491352 5.194879 1.092408 -0.051 -0.154 -0.563
H 2.878692 -2.001901 3.396318 -0.125 -0.154 -0.122
H -2.872928 -4.574191 0.212218 -0.215 0.460 -0.395
H 0.005532 3.885509 -2.103312 -0.144 0.353 0.253
H -3.866418 0.380789 -4.016292 -1.007 0.651 0.773
H -0.944578 3.189359 3.225218 0.290 0.033 0.291
H -0.447318 -3.039201 2.979638 0.352 0.154 -0.055
H -3.933198 1.165109 -2.387202 -0.885 -0.334 -0.303
H 2.892772 -1.263851 1.840338 0.087 0.139 0.186
H -2.401798 -0.000141 -4.927422 1.082 0.146 -0.340
H -0.774548 0.277299 -4.193102 -0.218 -0.213 -0.603
H 4.433532 1.743289 -0.400192 -0.265 -0.099 0.287
H -2.655268 -3.407581 1.435628 0.120 -0.159 -0.120
H 1.821462 -3.873301 -2.175102 0.151 0.111 0.537
H 3.617322 3.284819 0.702278 -0.338 0.190 0.516
H 1.958162 -2.838851 -0.734422 0.108 -0.330 -0.145
H 1.347742 1.009349 4.294548 -0.013 0.039 0.054
H 0.664132 2.796639 3.953298 -0.436 0.895 0.392
H -2.988638 -2.168951 -2.428852 0.198 0.120 0.756
H 0.865482 -0.388361 3.474208 -0.306 0.502 -0.280
```
Forces are in eV/Å.

***

A structure of composition C16H11ClCrN3O4S3, computed with ωB97M-V with the def2-TZVPD basis set.

Calculated values
2S+1: 4
Maximum force, eV/Å: 0.38
E_HOMO (spin up / spin down), eV: -7.136 / -7.421
⟨S²⟩: 3.809
Molecular weight, g mol⁻¹: 492.93

Structure (XYZ):
```
39
Properties=species:S:1:pos:R:3:forces:R:3
Cr 0.806866 -0.217899 -0.890286 0.131 0.328 0.045
Cl 1.593079 1.433669 -2.889744 0.047 0.219 -0.305
S 2.000936 -2.095192 -1.434530 0.058 -0.015 -0.053
S 2.552765 -0.545142 3.331903 0.011 0.000 -0.023
S -0.980655 -1.516069 -0.341899 -0.062 -0.039 0.030
O 1.174637 2.788530 -2.833734 0.026 -0.099 -0.022
O 0.412190 0.533863 -2.851591 -0.087 -0.132 0.166
O 2.398058 1.151844 -4.012635 -0.031 0.011 0.082
O 2.298382 1.073052 -1.633993 0.054 -0.059 0.138
N -0.210449 1.483549 -0.058543 -0.019 -0.137 0.012
N 1.552128 -0.152998 1.052900 -0.182 -0.094 -0.121
N -0.695324 2.663459 1.748601 0.008 0.005 0.096
C -3.093821 4.389926 -0.485755 0.000 -0.002 -0.015
C -2.792595 3.630497 -1.629065 -0.008 0.001 0.009
C 0.912795 -5.625106 0.182312 -0.004 -0.003 0.004
C 1.440858 0.744574 3.162290 0.001 -0.012 0.024
C -2.459291 4.170367 0.718879 0.006 0.005 0.033
C 1.004315 0.801657 1.880841 0.014 0.030 -0.001
C -1.506480 3.158370 0.738401 -0.014 -0.003 -0.086
C 2.378629 -0.931711 1.684534 0.031 -0.006 0.019
C 1.624729 -4.615497 -0.442184 0.002 -0.001 0.004
C -1.845568 2.629997 -1.606108 0.010 -0.002 -0.001
C -1.194778 2.402007 -0.395581 0.025 0.021 0.050
C -0.930727 -4.120111 0.494071 0.006 0.012 0.004
C -0.371180 -5.376287 0.653228 0.001 0.006 -0.005
C -0.223286 -3.097528 -0.137806 -0.006 -0.013 0.010
C 0.042636 1.666094 1.215669 0.010 0.015 -0.075
C 1.069372 -3.346466 -0.610323 -0.015 -0.007 0.010
H -3.318678 3.841397 -2.549998 -0.001 -0.004 -0.003
H -3.843664 5.166606 -0.552774 -0.002 0.000 -0.001
H 2.890567 -1.746235 1.190871 -0.004 -0.008 0.006
H 1.171617 1.368573 3.997742 -0.004 0.002 -0.002
H 1.358014 -6.604765 0.299039 -0.001 -0.001 0.002
H -0.935649 -6.159533 1.142379 -0.002 -0.002 0.000
H 2.623864 -4.800747 -0.817642 0.000 -0.004 0.002
H -1.930521 -3.914784 0.856509 -0.001 -0.008 0.004
H -2.694564 4.753975 1.598757 0.000 0.001 -0.002
H -1.602763 2.043991 -2.480153 0.001 0.001 -0.011
H -0.676440 2.970072 2.705417 0.000 -0.005 -0.023
```
Forces are in eV/Å.

***

- Which value of maximum force does entry 2 give?
  0.38 eV/Å